(1)
# C10H15NO3

The molecule C10H15NO3 (the ωB97M-V functional and the def2-TZVPD basis, OMol25).

Calculated values
SMILES = C#CCOC[C@@H]1CN(CCC)C(=O)O1
molecular weight = 197.234 g mol⁻¹

Each line ends with the Mulliken charge.
Atoms and positions in Å:
C -4.670 1.311 -3.344  0.185
C -4.309 0.687 -2.362  -0.550
C -3.985 -0.076 -1.146  -0.462
O -2.621 -0.375 -1.199  -0.267
C -2.064 -0.995 -0.033  -0.887
C -0.876 -0.060 0.463  0.342
C 0.428 -0.256 -0.454  -0.631
N 1.245 -0.813 0.591  0.182
C 2.665 -0.933 0.513  -0.857
C 3.445 0.407 0.166  -0.293
C 3.512 1.315 1.382  -1.086
C 0.653 -0.843 1.870  0.462
O 1.336 -1.054 2.865  -0.625
O -0.635 -0.530 1.758  -0.336
H -5.013 1.922 -4.162  0.418
H -4.269 0.463 -0.219  0.311
H -4.643 -0.962 -1.148  0.276
H -2.699 -0.975 0.838  0.402
H -1.762 -1.979 -0.188  0.361
H -1.203 0.969 0.446  0.272
H 0.802 0.750 -0.735  0.291
H 0.359 -0.879 -1.361  0.261
H 3.060 -1.580 1.349  0.421
H 2.838 -1.539 -0.361  0.319
H 4.565 0.209 -0.118  0.307
H 3.026 1.012 -0.630  0.304
H 4.105 2.247 1.078  0.345
H 4.126 0.921 2.239  0.289
H 2.583 1.635 1.900  0.245

(2)
# C6H9N2O4S

The ion C6H9N2O4S with charge +1 (the ωB97M-V functional and the def2-TZVPD basis, OMol25).

Calculated values
SMILES = O=C1OCCN1S[N+]1=C(O)OCC1
charge = +1
molecular weight = 205.215 g mol⁻¹

Each line ends with the Mulliken charge.
Atoms and positions in Å:
O -0.830 -1.437 -0.124  -0.579
C 0.233 -1.541 0.441  0.754
O 1.153 -2.449 0.369  -0.363
C 2.257 -2.135 1.196  -0.522
C 2.044 -0.677 1.635  -0.236
N 0.622 -0.553 1.306  -0.116
S -0.521 0.644 1.670  0.103
N -0.939 1.217 0.073  -0.039
C -0.226 1.107 -0.976  0.685
O 1.008 0.631 -0.941  -0.388
O -0.836 1.285 -2.145  -0.357
C -2.230 1.747 -1.871  -0.384
C -2.390 1.367 -0.458  -0.404
H 3.116 -2.388 0.654  0.346
H 2.198 -2.825 1.945  0.310
H 2.208 -0.452 2.733  0.350
H 2.627 -0.079 0.874  0.178
H 1.369 0.375 -1.816  0.359
H -2.919 1.197 -2.413  0.320
H -2.216 2.739 -2.096  0.335
H -3.000 1.950 0.284  0.354
H -2.727 0.276 -0.340  0.294

The evaluated gap between HOMO and LUMO for the records listed, in turn: 0.3664; 0.3704 Eh.
The evaluated energy for the records listed, in turn: -670.40594; -1042.40121 Eh.
The evaluated relative energy (zero: lowest compared OMol25 entry of this formula, charge and spin) for the records listed, in turn: 3.257; 0.000 eV.